<i>
{"formula": "C5H3NO", "method": "the ωB97M-V functional and the def2-TZVPD basis", "total_charge": 0, "homo_energy_ev": -9.6, "elements": ["N", "C", "C", "C", "O", "C", "C", "H", "H", "H"], "xyz": [[-1.65, -2.54, -0.28], [-0.98, -1.61, -0.17], [-0.15, -0.46, 0.00], [1.12, -0.45, 0.39], [1.58, 0.86, 0.55], [0.64, 1.78, 0.33], [-0.52, 0.99, -0.19], [1.84, -1.23, 0.59], [-0.37, 1.28, -1.25], [-1.53, 1.31, 0.07]], "nbo_charge": [-0.28, 0.26, -0.20, 0.17, -0.46, 0.31, -0.60, 0.23, 0.29, 0.27]}

---

<ii>
{"formula": "C5H3NO", "method": "the ωB97M-V functional and the def2-TZVPD basis", "total_charge": 0, "smiles": "C#CC(=C=N)C=O", "homo_energy_ev": -9.1, "elements": ["C", "C", "C", "C", "N", "C", "O", "H", "H", "H"], "xyz": [[-0.37, -0.64, 2.45], [-0.27, -0.33, 1.28], [-0.12, -0.03, -0.10], [0.66, 0.94, -0.57], [1.31, 1.81, -1.08], [-0.83, -0.69, -1.22], [-0.67, -0.35, -2.37], [-0.48, -0.91, 3.47], [2.30, 1.66, -0.95], [-1.55, -1.46, -0.92]], "nbo_charge": [-0.20, -0.03, -0.46, 0.59, -0.57, 0.43, -0.54, 0.24, 0.40, 0.13]}

---

<iii>
{"formula": "C5H3NO", "method": "the ωB97M-V functional and the def2-TZVPD basis", "total_charge": 0, "smiles": "C#C[C@H](C#N)C=O", "homo_energy_ev": -9.9, "elements": ["C", "C", "C", "C", "N", "C", "O", "H", "H", "H"], "xyz": [[1.63, -0.84, 0.04], [1.24, 0.36, -0.04], [-0.23, 0.49, -0.15], [-0.93, 1.69, 0.23], [-1.50, 2.65, 0.52], [-0.89, -0.82, 0.12], [-0.11, -1.76, 0.19], [2.51, -1.44, 0.11], [0.04, 0.51, -1.23], [-1.96, -0.99, 0.20]], "nbo_charge": [-0.09, -0.16, -0.54, 0.29, -0.28, 0.43, -0.44, 0.23, 0.36, 0.19]}

---

<iv>
{"formula": "C5H3NO", "method": "the ωB97M-V functional and the def2-TZVPD basis", "total_charge": 0, "homo_energy_ev": [-9.0, -9.0], "elements": ["N", "C", "C", "C", "O", "C", "C", "H", "H", "H"], "xyz": [[-2.87, 0.57, -0.92], [-1.86, 0.12, -0.55], [-0.56, -0.31, -0.22], [-0.15, -1.12, 0.83], [0.92, -1.19, 1.42], [1.80, 0.72, -0.10], [0.72, 1.02, -0.66], [-1.01, -1.81, 1.00], [2.71, 0.39, 0.36], [0.23, 1.75, -1.30]], "nbo_charge": [-0.30, 0.20, -0.21, 0.30, -0.57, 0.12, -0.31, 0.19, 0.27, 0.31]}

---

The most stable of them is <ii>.

---

<i>
{"formula": "C5H3NO", "method": "the ωB97M-V functional and the def2-TZVPD basis", "total_charge": 0, "homo_energy_ev": -10.1, "elements": ["C", "C", "C", "C", "C", "N", "O", "H", "H", "H"], "xyz": [[-0.66, -1.48, -0.11], [1.35, 0.24, 0.55], [1.27, 0.05, -0.96], [-2.96, 1.05, 0.61], [0.38, -0.63, -0.26], [-1.55, -2.19, 0.10], [-2.64, 1.94, -0.03], [0.91, 1.12, 0.90], [1.75, 0.19, -1.83], [2.15, -0.28, 1.03]], "nbo_charge": [0.23, -0.38, -0.07, 0.51, -0.13, -0.26, -0.51, 0.20, 0.22, 0.20]}

---

<ii>
{"formula": "C5H3NO", "method": "the ωB97M-V functional and the def2-TZVPD basis", "total_charge": 0, "homo_energy_ev": -8.8, "elements": ["C", "C", "C", "C", "O", "N", "C", "H", "H", "H"], "xyz": [[-0.79, -1.43, -1.48], [-0.66, -0.35, -0.95], [-0.48, 0.78, -0.03], [0.86, 0.75, -0.34], [1.62, 0.34, 0.65], [0.81, 0.21, 1.79], [-0.40, 0.47, 1.40], [-1.14, -2.33, -1.94], [1.33, 1.05, -1.27], [-1.16, 0.50, 2.18]], "nbo_charge": [-0.26, -0.05, -0.33, 0.29, -0.28, -0.11, 0.03, 0.24, 0.23, 0.23]}

---

The most stable of them is <i>.

---

<i>
{"formula": "C5H3NO", "method": "the ωB97M-V functional and the def2-TZVPD basis", "total_charge": 0, "homo_energy_ev": -9.1, "elements": ["N", "C", "C", "C", "O", "C", "C", "H", "H", "H"], "xyz": [[-0.76, 1.81, -2.37], [-0.38, 1.26, -1.42], [0.02, 0.51, -0.30], [-0.62, 0.61, 0.91], [-0.54, -0.45, 1.65], [0.45, -1.47, 0.57], [0.84, -0.68, -0.42], [-1.09, 1.55, 1.21], [0.46, -2.23, 1.30], [1.60, -0.73, -1.21]], "nbo_charge": [-0.32, 0.27, -0.33, 0.27, -0.48, 0.11, -0.25, 0.21, 0.24, 0.28]}

---

<ii>
{"formula": "C5H3NO", "method": "the ωB97M-V functional and the def2-TZVPD basis", "total_charge": 0, "homo_energy_ev": -10.2, "elements": ["C", "C", "C", "C", "O", "N", "C", "H", "H", "H"], "xyz": [[0.12, -2.22, 1.77], [-0.22, -1.22, 1.01], [0.23, -0.17, 0.11], [0.42, -0.20, -1.23], [0.37, 1.04, -1.72], [0.09, 1.93, -0.70], [-0.01, 1.21, 0.38], [-1.29, -1.00, 1.00], [0.56, -1.01, -1.94], [-0.27, 1.64, 1.33]], "nbo_charge": [0.29, -0.63, -0.19, 0.15, -0.27, -0.10, -0.03, 0.32, 0.22, 0.23]}

---

The most stable of them is <i>.